(1)
Density functional theory data (ωB97M-V/def2-TZVPD) for a cluster of 2 separate species, C26H47FN7O4S2 in total at a distorted geometry.

Element x y z (Å)
1 C 4.268 4.877 1.975
2 O 4.137 4.938 0.539
3 C 4.519 3.702 -0.105
4 C 3.469 3.230 -1.223
5 C 2.106 2.589 -0.597
6 N 2.424 1.313 0.136
7 C 2.502 1.405 1.648
8 C 0.987 1.711 2.165
9 C 0.375 0.474 3.037
10 C -1.226 0.461 2.719
11 C -1.588 -0.687 1.652
12 C -1.832 -0.160 0.153
13 C -3.109 0.844 0.041
14 C -3.335 1.070 -1.550
15 O -3.914 2.379 -1.827
16 C -3.198 3.069 -2.845
17 C -3.093 2.543 -4.365
18 O -2.638 4.150 -2.512
19 C 2.634 0.138 -0.446
20 N 2.981 -1.169 0.089
21 C 3.096 -2.122 -0.982
22 C 3.435 -3.680 -0.987
23 N 4.625 -4.055 -1.809
24 N 2.791 -1.455 -2.238
25 C 2.757 -2.097 -3.580
26 C 1.502 -3.130 -3.736
27 C 0.317 -2.830 -2.698
28 S -1.162 -3.976 -2.959
29 C -2.145 -3.940 -1.402
30 S -3.814 -3.698 -1.543
31 N -1.616 -4.135 -0.045
32 C -2.438 -4.062 1.139
33 C -1.627 -4.280 2.432
34 N -0.287 -4.488 1.896
35 C -0.275 -4.417 0.455
36 N 2.563 -0.160 -1.861
37 F 2.267 0.628 -2.927
38 H 3.407 4.299 2.496
39 H 5.268 4.417 2.327
40 H 4.213 5.944 2.417
41 H 4.792 2.854 0.633
42 H 5.507 3.924 -0.670
43 H 3.242 4.143 -1.886
44 H 3.961 2.401 -1.840
45 H 1.691 3.405 0.105
46 H 1.336 2.425 -1.439
47 H 3.228 2.217 1.978
48 H 2.825 0.396 2.099
49 H 0.251 1.849 1.287
50 H 0.923 2.640 2.830
51 H 0.876 -0.524 2.779
52 H 0.476 0.673 4.166
53 H -1.767 0.260 3.723
54 H -1.573 1.513 2.397
55 H -0.678 -1.399 1.600
56 H -2.516 -1.294 1.972
57 H -2.111 -1.079 -0.484
58 H -0.901 0.301 -0.342
59 H -2.940 1.822 0.608
60 H -4.055 0.325 0.449
61 H -2.307 1.019 -2.068
62 H -4.020 0.267 -2.013
63 H -1.971 2.501 -4.605
64 H -3.579 3.313 -5.055
65 H -3.542 1.490 -4.491
66 H 2.529 -4.223 -1.465
67 H 3.547 -4.137 0.057
68 H 5.056 -3.242 -2.270
69 H 5.366 -4.478 -1.219
70 H 2.635 -1.347 -4.446
71 H 3.727 -2.672 -3.817
72 H 1.836 -4.230 -3.690
73 H 1.063 -2.985 -4.793
74 H 0.608 -2.967 -1.598
75 H -0.099 -1.756 -2.781
76 H -3.545 -3.847 1.268
77 H -2.023 -4.262 3.493
78 H 0.660 -4.525 -0.176
79 C -5.909 1.046 4.533
80 C -4.684 0.860 3.660
81 O -5.025 1.038 2.290
82 H -6.689 0.332 4.256
83 H -5.662 0.906 5.588
84 H -6.331 2.046 4.401
85 H -4.279 -0.147 3.780
86 H -3.903 1.580 3.925
87 H -5.374 1.934 2.191

Properties
F_max ... 7.874 eV/Å
Net charge ... +1
Kohn-Sham gap ... 0.2721 Eh
Lowest unoccupied orbital energy ... -3.5 eV
Spin multiplicity ... 1
HOMO level ... -10.890 eV

Mulliken atomic charge list, values in e, 5 entries: atom 1 (C): -0.409, atom 2 (O): -0.351, atom 3 (C): -0.489, atom 4 (C): -0.462, atom 5 (C): -0.973



(2)
Density functional theory data (ωB97M-V/def2-TZVPD) for a structure of composition C14H12AuCl2N4O4S at a distorted geometry.

Element x y z (Å)
1 Au 1.221 1.911 0.271
2 O 1.244 0.096 1.647
3 N 1.504 -0.998 1.113
4 N 1.350 -1.136 -0.162
5 O 1.028 -0.182 -0.934
6 C 1.602 -2.442 -0.706
7 C 1.812 -3.529 0.141
8 C 1.975 -4.781 -0.417
9 C 1.939 -4.948 -1.797
10 C 1.763 -3.851 -2.627
11 C 1.592 -2.590 -2.086
12 H 1.844 -3.390 1.211
13 H 2.131 -5.638 0.223
14 H 2.051 -5.935 -2.225
15 H 1.758 -3.975 -3.701
16 H 1.453 -1.715 -2.704
17 N -5.759 1.477 -0.856
18 C -5.064 1.159 0.241
19 S -5.835 0.632 1.606
20 C -3.582 1.317 0.210
21 C -2.825 1.066 1.355
22 C -1.469 1.298 1.344
23 N -0.838 1.757 0.253
24 C -1.532 1.949 -0.870
25 C -2.893 1.742 -0.928
26 H -6.762 1.399 -0.817
27 H -5.351 1.816 -1.709
28 H -3.300 0.706 2.255
29 H -0.862 1.122 2.221
30 H -0.983 2.284 -1.741
31 H -3.395 1.922 -1.867
32 Cl 1.936 4.360 1.383
33 C 3.253 3.464 2.165
34 Cl 2.608 2.389 3.403
35 C 4.000 2.565 1.093
36 O 5.191 2.500 1.203
37 O 3.250 2.015 0.191
38 H 3.945 4.161 2.620

Properties
F_max ... 2.277 eV/Å
Net charge ... +1
Kohn-Sham gap ... 0.1680 Eh
Lowest unoccupied orbital energy ... -7.1 eV
Energy relative to the best compared isomer or geometry (same formula, charge and spin) ... 11.0 kcal/mol
Spin multiplicity ... 1
HOMO level ... -11.676 eV

natural (NBO) atomic charge list, values in e, 5 entries: atom 1 (Au): 1.310, atom 2 (O): -0.390, atom 3 (N): 0.182, atom 4 (N): 0.203, atom 5 (O): -0.464



(3)
Density functional theory data (ωB97M-V/def2-TZVPD) for the molecule C3H4Cl2 at a distorted geometry.

Element x y z (Å)
1 C -0.339 0.338 -1.269
2 C -0.109 0.542 -0.033
3 Cl -0.471 2.116 0.483
4 C 0.471 -0.630 0.847
5 Cl -0.703 -1.428 1.928
6 H -0.554 1.215 -1.966
7 H -0.451 -0.687 -1.713
8 H 0.929 -1.315 0.195
9 H 1.227 -0.151 1.528

Properties
F_max ... 5.558 eV/Å
Net charge ... 0
Kohn-Sham gap ... 0.3959 Eh
Lowest unoccupied orbital energy ... 0.9 eV
Energy relative to the best compared isomer or geometry (same formula, charge and spin) ... 13.7 kcal/mol
SMILES ... C=C(Cl)CCl
Spin multiplicity ... 1
HOMO level ... -9.864 eV

natural (NBO) atomic charge list, values in e, 5 entries: atom 1 (C): -0.387, atom 2 (C): -0.080, atom 3 (Cl): 0.028, atom 4 (C): -0.398, atom 5 (Cl): -0.047



(4)
Density functional theory data (ωB97M-V/def2-TZVPD) for a cluster of 20 separate species, C80H160O20 in total at a distorted geometry.

Element x y z (Å)
1 C 0.647 0.525 -0.662
2 C -0.692 0.121 -1.214
3 C -0.924 -1.207 -0.476
4 O -0.467 -0.872 0.818
5 C 0.466 0.206 0.811
6 H 1.036 1.530 -0.826
7 H 1.379 -0.162 -1.085
8 H -0.692 0.022 -2.300
9 H -1.503 0.837 -1.083
10 H -0.396 -2.033 -0.952
11 H -1.967 -1.521 -0.439
12 H 1.432 0.000 1.272
13 H -0.057 1.070 1.219
14 C 6.596 1.797 3.977
15 C 5.118 1.680 3.957
16 C 4.671 2.884 4.814
17 O 5.627 3.886 4.421
18 C 6.853 3.314 4.044
19 H 7.069 1.251 3.160
20 H 6.889 1.214 4.851
21 H 4.611 0.803 4.359
22 H 4.765 1.688 2.926
23 H 4.752 2.721 5.889
24 H 3.677 3.239 4.543
25 H 7.638 3.538 4.767
26 H 7.128 3.634 3.039
27 C 4.056 -1.641 1.566
28 C 5.292 -1.730 2.512
29 C 6.479 -1.767 1.586
30 O 6.055 -0.858 0.628
31 C 4.631 -0.792 0.372
32 H 3.183 -1.128 1.970
33 H 3.683 -2.623 1.275
34 H 5.275 -2.542 3.238
35 H 5.298 -0.832 3.130
36 H 6.645 -2.720 1.082
37 H 7.396 -1.514 2.119
38 H 4.392 -1.256 -0.584
39 H 4.257 0.232 0.348
40 C -7.541 -3.908 -0.765
41 C -8.478 -3.125 0.120
42 C -9.828 -3.290 -0.614
43 O -9.485 -3.287 -1.992
44 C -8.133 -3.816 -2.184
45 H -7.552 -4.957 -0.469
46 H -6.507 -3.572 -0.700
47 H -8.205 -2.070 0.139
48 H -8.541 -3.426 1.166
49 H -10.471 -2.452 -0.347
50 H -10.308 -4.250 -0.421
51 H -7.504 -3.220 -2.846
52 H -8.207 -4.785 -2.678
53 C 3.531 2.169 -4.102
54 C 2.830 2.780 -2.923
55 C 3.533 4.077 -2.734
56 O 3.760 4.482 -4.091
57 C 4.074 3.364 -4.976
58 H 2.995 1.475 -4.750
59 H 4.365 1.525 -3.819
60 H 2.918 2.131 -2.052
61 H 1.791 2.976 -3.186
62 H 4.500 4.073 -2.230
63 H 2.953 4.824 -2.192
64 H 5.134 3.315 -5.228
65 H 3.516 3.469 -5.906
66 C -2.391 -2.926 -4.289
67 C -2.720 -3.089 -2.818
68 C -3.989 -4.000 -2.753
69 O -4.634 -3.580 -3.966
70 C -3.719 -3.125 -4.961
71 H -1.598 -3.606 -4.598
72 H -2.056 -1.890 -4.337
73 H -3.006 -2.140 -2.365
74 H -1.926 -3.615 -2.288
75 H -4.680 -3.812 -1.931
76 H -3.699 -5.051 -2.776
77 H -4.045 -2.139 -5.292
78 H -3.585 -3.788 -5.816
79 C 3.708 4.200 1.207
80 C 2.499 3.356 0.841
81 C 1.734 3.353 2.148
82 O 1.909 4.717 2.648
83 C 3.166 5.212 2.205
84 H 4.017 4.644 0.261
85 H 4.523 3.639 1.664
86 H 2.827 2.398 0.438
87 H 1.837 3.798 0.096
88 H 2.077 2.585 2.841
89 H 0.671 3.139 2.040
90 H 3.810 5.291 3.081
91 H 2.914 6.197 1.812
92 C 1.188 2.499 6.187
93 C 2.261 2.232 7.229
94 C 1.444 1.785 8.437
95 O 0.419 1.032 7.861
96 C -0.016 1.701 6.655
97 H 1.514 2.103 5.225
98 H 0.871 3.539 6.120
99 H 2.807 3.152 7.439
100 H 2.944 1.448 6.901
101 H 1.116 2.627 9.046
102 H 1.962 1.148 9.155
103 H -0.805 2.422 6.870
104 H -0.421 1.094 5.846
105 C -2.746 3.839 2.916
106 C -2.845 2.547 2.173
107 C -2.221 1.512 3.036
108 O -1.174 2.191 3.595
109 C -1.549 3.571 3.835
110 H -3.578 3.994 3.602
111 H -2.679 4.618 2.157
112 H -2.211 2.539 1.287
113 H -3.906 2.349 2.019
114 H -1.920 0.661 2.425
115 H -2.877 1.161 3.833
116 H -0.645 4.159 3.680
117 H -1.880 3.688 4.867
118 C 6.391 1.854 -1.119
119 C 7.251 2.871 -1.807
120 C 7.381 4.019 -0.893
121 O 7.372 3.330 0.400
122 C 6.851 1.975 0.315
123 H 6.496 0.824 -1.460
124 H 5.353 2.186 -1.155
125 H 6.770 3.156 -2.743
126 H 8.207 2.442 -2.106
127 H 6.594 4.772 -0.940
128 H 8.334 4.522 -1.057
129 H 5.999 1.827 0.979
130 H 7.622 1.242 0.554
131 C -2.985 2.827 -5.145
132 C -2.495 1.589 -4.464
133 C -0.971 1.569 -4.778
134 O -0.818 2.639 -5.683
135 C -2.036 2.851 -6.316
136 H -2.747 3.674 -4.502
137 H -4.063 2.828 -5.308
138 H -3.056 0.800 -4.966
139 H -2.674 1.659 -3.391
140 H -0.717 0.601 -5.210
141 H -0.388 1.723 -3.870
142 H -2.199 2.099 -7.088
143 H -2.042 3.793 -6.864
144 C 5.920 -1.087 -4.867
145 C 7.263 -0.717 -4.403
146 C 8.039 -1.876 -4.954
147 O 7.213 -3.058 -4.721
148 C 5.880 -2.647 -4.654
149 H 5.737 -0.820 -5.908
150 H 5.147 -0.585 -4.285
151 H 7.280 -0.661 -3.315
152 H 7.557 0.297 -4.674
153 H 8.955 -2.009 -4.378
154 H 8.328 -1.768 -5.999
155 H 5.448 -2.839 -3.672
156 H 5.230 -3.190 -5.341
157 C 1.499 -5.536 1.401
158 C 1.670 -6.939 0.860
159 C 1.092 -6.949 -0.501
160 O 0.041 -5.945 -0.394
161 C 0.075 -5.237 0.852
162 H 2.318 -4.917 1.035
163 H 1.495 -5.490 2.490
164 H 1.192 -7.703 1.473
165 H 2.714 -7.248 0.810
166 H 0.678 -7.933 -0.718
167 H 1.875 -6.562 -1.153
168 H -0.767 -5.587 1.449
169 H -0.098 -4.189 0.612
170 C -5.593 1.467 -1.938
171 C -5.010 0.114 -2.318
172 C -5.813 -0.845 -1.493
173 O -6.014 -0.230 -0.287
174 C -5.953 1.220 -0.428
175 H -6.465 1.671 -2.559
176 H -4.928 2.316 -2.099
177 H -3.963 -0.011 -2.042
178 H -4.957 -0.083 -3.389
179 H -5.310 -1.799 -1.337
180 H -6.731 -1.100 -2.022
181 H -5.137 1.640 0.160
182 H -6.880 1.742 -0.191
183 C 1.012 -1.045 4.377
184 C 2.112 -1.308 5.340
185 C 1.855 -2.787 5.715
186 O 1.053 -3.314 4.643
187 C 0.824 -2.323 3.634
188 H 1.351 -0.271 3.689
189 H 0.081 -0.745 4.858
190 H 2.047 -0.658 6.212
191 H 3.096 -1.273 4.874
192 H 1.319 -2.772 6.664
193 H 2.839 -3.252 5.772
194 H -0.176 -2.465 3.224
195 H 1.538 -2.390 2.813
196 C -1.072 5.464 -0.453
197 C -0.847 4.247 -1.415
198 C -0.428 4.958 -2.722
199 O -1.125 6.187 -2.622
200 C -1.268 6.721 -1.312
201 H -0.231 5.618 0.223
202 H -1.980 5.370 0.144
203 H -1.745 3.650 -1.575
204 H -0.063 3.629 -0.977
205 H -0.585 4.427 -3.662
206 H 0.639 5.166 -2.797
207 H -2.261 7.160 -1.216
208 H -0.501 7.486 -1.195
209 C -3.307 -2.922 3.793
210 C -3.510 -2.172 2.568
211 C -4.946 -2.522 2.168
212 O -5.099 -3.844 2.738
213 C -3.913 -4.264 3.422
214 H -3.859 -2.560 4.660
215 H -2.265 -3.014 4.099
216 H -2.741 -2.302 1.807
217 H -3.385 -1.104 2.744
218 H -4.974 -2.579 1.080
219 H -5.698 -1.870 2.613
220 H -3.225 -4.899 2.863
221 H -4.051 -4.806 4.358
222 C -4.757 -7.340 1.199
223 C -5.167 -8.466 0.216
224 C -5.079 -7.834 -1.149
225 O -3.925 -7.030 -0.931
226 C -3.675 -6.687 0.420
227 H -4.569 -7.654 2.226
228 H -5.637 -6.718 1.360
229 H -6.217 -8.731 0.344
230 H -4.570 -9.377 0.231
231 H -5.960 -7.235 -1.376
232 H -4.874 -8.621 -1.875
233 H -3.719 -5.611 0.591
234 H -2.716 -7.135 0.680
235 C 1.453 -3.799 -2.776
236 C 1.141 -2.642 -3.658
237 C 2.255 -1.652 -3.481
238 O 3.156 -2.324 -2.679
239 C 2.471 -3.217 -1.799
240 H 1.946 -4.602 -3.322
241 H 0.558 -4.173 -2.278
242 H 0.238 -2.211 -3.228
243 H 0.959 -2.856 -4.712
244 H 1.958 -0.689 -3.067
245 H 2.676 -1.434 -4.463
246 H 2.134 -2.694 -0.904
247 H 3.170 -3.990 -1.480
248 C -5.433 5.832 0.225
249 C -4.914 5.230 -1.041
250 C -4.918 6.421 -1.977
251 O -4.709 7.557 -1.171
252 C -5.039 7.273 0.223
253 H -5.119 5.243 1.087
254 H -6.517 5.725 0.219
255 H -5.593 4.401 -1.247
256 H -3.936 4.759 -0.951
257 H -5.878 6.461 -2.492
258 H -4.175 6.479 -2.773
259 H -5.924 7.849 0.493
260 H -4.197 7.418 0.900

Properties
F_max ... 3.385 eV/Å
Net charge ... 0
Kohn-Sham gap ... 0.3617 Eh
Lowest unoccupied orbital energy ... 0.5 eV
Energy relative to the best compared isomer or geometry (same formula, charge and spin) ... 83.9 kcal/mol
Spin multiplicity ... 1
HOMO level ... -9.377 eV

Mulliken atomic charge list, values in e, 5 entries: atom 1 (C): 1.260, atom 2 (C): 0.624, atom 3 (C): 0.356, atom 4 (O): 0.562, atom 5 (C): 0.820